Record 1
Below is a 5-piece molecular cluster, C3H18NO4 overall at a distorted geometry, with properties calculated with ωB97M-V/def2-TZVPD.

XYZ file:
```
26
Properties=species:S:1:pos:R:3
C 0.59 -0.68 -0.98
C 1.93 -1.15 -0.30
C 1.95 -2.60 -0.40
N 0.55 0.81 -0.95
H 0.60 -1.06 -1.97
H -0.40 -1.04 -0.46
H 2.05 -0.72 0.67
H 2.79 -0.86 -0.97
H 2.84 -3.12 -0.16
H 1.27 -2.82 0.40
H 1.46 -3.07 -1.29
H -0.24 1.19 -1.50
H 0.40 1.25 0.06
H 1.46 1.24 -1.14
H -1.94 0.81 -2.41
H -2.47 1.80 -1.32
O -1.65 1.49 -1.82
H 0.69 0.89 2.11
H 0.47 2.39 1.81
O 0.98 1.64 1.49
H 0.63 -0.62 3.48
H -0.76 -0.69 4.07
O -0.18 -0.11 3.55
H -4.56 2.52 -0.61
H -4.47 0.84 -0.66
O -3.97 1.68 -0.68
```

As for the spin multiplicity: 2. As for the total charge: +2. Its expectation value of S² is 0.753. The calculation puts the energy relative to the best compared isomer or geometry (same formula, charge and spin) at 1.0676 eV. The lowest unoccupied orbital energy (spin up / spin down) comes out at -0.240 / -0.544 Eh. The value obtained for the gap between HOMO and LUMO (spin up / spin down) is 11.66 / 3.32 eV.

Here are the Mulliken charges for atoms 1 to 6, given in e: -0.808 0.018 -0.987 -0.220 0.521 0.348



Record 2
Below is a 8-piece molecular cluster, C15H44Cl2O7 overall at a distorted geometry, with properties calculated with ωB97M-V/def2-TZVPD.

XYZ file:
```
68
Properties=species:S:1:pos:R:3
Cl -1.39 1.05 -0.46
C -0.58 0.20 0.89
Cl 1.16 -0.04 0.83
H -0.73 0.70 1.85
H -1.05 -0.74 0.95
C -0.14 4.99 0.50
C 0.61 4.93 -0.83
O 1.02 3.62 -1.13
H -0.98 4.33 0.55
H -0.61 5.95 0.85
H 0.45 4.61 1.37
H 1.57 5.51 -0.69
H -0.04 5.34 -1.61
H 0.44 2.95 -0.74
C 5.89 -2.35 0.66
C 4.72 -3.26 0.69
O 4.56 -3.80 -0.65
H 6.70 -2.84 0.14
H 6.18 -2.14 1.67
H 5.71 -1.40 0.14
H 3.75 -2.75 0.97
H 4.85 -4.10 1.40
H 4.50 -4.75 -0.54
C 1.39 -0.55 -5.68
C 1.59 0.54 -4.66
O 0.56 0.40 -3.65
H 2.10 -0.34 -6.48
H 0.39 -0.66 -6.08
H 1.70 -1.52 -5.24
H 1.50 1.50 -5.18
H 2.58 0.51 -4.16
H 0.57 0.98 -2.87
C 0.08 -3.89 0.90
C -0.28 -3.36 -0.42
O -1.54 -2.70 -0.30
H 1.15 -4.15 0.83
H -0.48 -4.76 1.24
H -0.14 -3.07 1.64
H -0.37 -4.15 -1.15
H 0.45 -2.63 -0.86
H -1.67 -2.16 -1.08
C -0.53 0.25 5.54
C -1.00 1.66 5.14
O -2.40 1.47 4.80
H -1.14 -0.19 6.34
H 0.48 0.36 5.90
H -0.60 -0.40 4.67
H -0.49 2.00 4.27
H -0.88 2.30 5.98
H -2.59 1.81 3.91
C -1.91 -3.91 -3.62
C -0.81 -2.88 -3.67
O -1.22 -1.74 -2.95
H -1.70 -4.78 -4.25
H -2.89 -3.52 -3.92
H -2.01 -4.39 -2.60
H -0.60 -2.60 -4.72
H 0.08 -3.31 -3.26
H -0.61 -1.00 -3.05
C -4.58 3.85 3.18
C -3.69 3.79 1.94
O -2.69 2.77 2.14
H -5.44 4.49 2.91
H -4.05 4.38 4.04
H -4.87 2.89 3.52
H -3.27 4.79 1.76
H -4.35 3.57 1.11
H -2.41 2.33 1.31
```

As for the total charge: 0. The lowest unoccupied orbital energy comes out at 0.020 Eh. The value obtained for the gap between HOMO and LUMO is 10.33 eV. The SMILES is ClCCl.CCO.CCO.CCO.CCO.CCO.CCO.CCO.

Here are the Mulliken charges for atoms 1 to 6, given in e: -0.308 0.697 -0.143 -0.456 0.187 -0.888



Record 3
Below is C49H61IrN4P2SeSi as an isolated structure at a distorted geometry, with properties calculated with ωB97M-V/def2-TZVPD.

XYZ file:
```
119
Properties=species:S:1:pos:R:3
Ir 0.16 -0.07 0.31
C -2.81 -1.01 -1.68
Si -1.12 -0.16 -1.76
C -1.50 1.66 -2.16
C -2.04 1.96 -3.41
C -2.57 3.21 -3.67
C -2.62 4.16 -2.66
C -2.07 3.89 -1.42
C -1.47 2.65 -1.18
P -0.61 2.29 0.38
C -1.67 3.10 1.67
C -3.15 2.72 1.59
C -3.44 1.40 2.27
C -2.96 1.37 3.74
C -2.18 2.64 4.11
C -1.08 2.91 3.09
C 1.01 3.18 0.51
C 1.96 2.63 -0.57
C 1.83 3.32 -1.92
C 2.05 4.83 -1.75
C 1.02 5.40 -0.79
C 1.09 4.71 0.58
C 0.00 -1.04 -3.01
C -0.46 -1.18 -4.32
C 0.33 -1.75 -5.30
C 1.60 -2.21 -4.98
C 2.06 -2.11 -3.68
C 1.26 -1.55 -2.68
P 1.78 -1.54 -0.95
C 3.56 -1.01 -0.91
C 3.81 0.13 -1.91
C 5.15 0.81 -1.58
C 6.24 -0.22 -1.23
C 5.88 -1.60 -1.77
C 4.60 -2.14 -1.10
C 1.77 -3.32 -0.32
C 1.85 -4.41 -1.39
C 0.55 -4.72 -2.14
C -0.68 -4.62 -1.22
C -0.28 -4.79 0.24
C 0.58 -3.59 0.65
H -3.27 -0.94 -2.67
H -3.48 -0.50 -0.98
H -2.75 -2.07 -1.42
H -2.05 1.21 -4.19
H -2.97 3.43 -4.65
H -3.07 5.13 -2.84
H -2.12 4.64 -0.65
H -1.58 4.15 1.36
H -3.49 2.70 0.55
H -3.72 3.51 2.09
H -2.94 0.61 1.69
H -4.51 1.19 2.22
H -2.30 0.51 3.90
H -3.80 1.25 4.42
H -1.75 2.53 5.10
H -2.86 3.49 4.16
H -0.37 2.07 3.11
H -0.52 3.81 3.38
H 1.35 2.81 1.49
H 1.76 1.54 -0.68
H 2.99 2.75 -0.22
H 0.85 3.14 -2.36
H 2.58 2.91 -2.61
H 1.97 5.32 -2.72
H 3.06 5.01 -1.37
H 0.02 5.29 -1.22
H 1.19 6.47 -0.65
H 0.36 5.13 1.27
H 2.07 4.93 1.01
H -1.46 -0.84 -4.59
H -0.04 -1.84 -6.32
H 2.23 -2.66 -5.74
H 3.05 -2.48 -3.45
H 3.70 -0.61 0.10
H 3.01 0.86 -1.88
H 3.84 -0.27 -2.92
H 5.02 1.51 -0.74
H 5.45 1.41 -2.44
H 6.38 -0.29 -0.15
H 7.20 0.10 -1.63
H 6.69 -2.30 -1.59
H 5.75 -1.54 -2.86
H 4.87 -2.56 -0.13
H 4.22 -2.96 -1.71
H 2.69 -3.35 0.26
H 2.15 -5.31 -0.85
H 2.64 -4.22 -2.11
H 0.63 -5.74 -2.53
H 0.42 -4.07 -3.00
H -1.42 -5.37 -1.50
H -1.16 -3.63 -1.35
H 0.27 -5.72 0.37
H -1.15 -4.84 0.88
H 0.96 -3.73 1.66
H -0.08 -2.72 0.67
Se 0.38 -2.57 7.59
N -0.81 -2.69 6.30
C -0.36 -2.03 5.26
C -1.07 -1.92 4.01
C -2.31 -2.52 3.79
C -2.92 -2.39 2.55
C -2.26 -1.69 1.56
N -1.08 -1.10 1.75
C -0.46 -1.20 2.96
C 0.83 -0.61 3.13
N 1.37 0.03 2.06
C 2.56 0.60 2.17
C 3.32 0.56 3.33
C 2.80 -0.11 4.43
C 1.54 -0.70 4.34
C 0.93 -1.42 5.43
N 1.49 -1.59 6.60
H -2.77 -3.08 4.59
H -3.88 -2.85 2.34
H -2.69 -1.60 0.58
H 2.93 1.12 1.30
H 4.28 1.05 3.38
H 3.35 -0.17 5.36
```

As for the spin multiplicity: 2. As for the total charge: +3. Its expectation value of S² is 0.760. The calculation puts the energy relative to the best compared isomer or geometry (same formula, charge and spin) at 0.0000 eV. The lowest unoccupied orbital energy (spin up / spin down) comes out at -0.396 / -0.423 Eh. The value obtained for the gap between HOMO and LUMO (spin up / spin down) is 5.54 / 4.82 eV.

Here are the Mulliken charges for atoms 1 to 6, given in e: 2.791 -1.873 1.197 0.945 -0.738 -0.999